{"formula": "C24H46ClF6I2NNbO15P2", "method": "ωB97M-V with the def2-TZVPD basis set", "lumo_energy_ha": 0.038, "charge": -1, "largest_force_ha_per_bohr": 0.0675, "homo_energy_ev": -6.1, "symbols": ["I", "I", "Nb", "Cl", "P", "P", "F", "F", "F", "F", "F", "F", "O", "O", "O", "O", "O", "O", "O", "O", "O", "O", "O", "O", "O", "O", "O", "N", "C", "C", "C", "C", "C", "C", "C", "C", "C", "C", "C", "C", "C", "C", "C", "C", "C", "C", "C", "C", "C", "C", "C", "C", "H", "H", "H", "H", "H", "H", "H", "H", "H", "H", "H", "H", "H", "H", "H", "H", "H", "H", "H", "H", "H", "H", "H", "H", "H", "H", "H", "H", "H", "H", "H", "H", "H", "H", "H", "H", "H", "H", "H", "H", "H", "H", "H", "H", "H", "H"], "xyz": [[5.6484, 0.6742, -3.9208], [-0.3981, 0.2236, -2.6337], [1.7589, 1.9540, -1.8774], [0.1235, 2.3581, 2.7250], [-6.8609, 0.7903, 3.4905], [1.0545, -7.4233, -0.5275], [5.8312, -1.7577, 0.0389], [3.4830, -3.6182, -1.5633], [4.9984, -2.2155, -2.2316], [2.5608, -1.5430, -2.9895], [1.7470, -1.8367, -0.9693], [4.8359, -3.6440, 0.4695], [4.1286, 0.3326, -0.7919], [2.7407, -2.1876, 1.6010], [1.5785, -6.5381, 0.6618], [-8.1616, 0.4731, 2.9053], [-6.6847, 0.3909, 5.0159], [0.5523, -8.7112, 0.2592], [3.3842, 3.9721, -0.1367], [4.5398, 3.3167, -4.4231], [-6.4853, 2.3219, 3.5405], [2.3808, -7.8904, -1.2832], [-4.5227, 3.7565, -0.0564], [0.6924, 3.6001, -2.3069], [-5.6387, 0.1231, 2.7236], [0.0671, -6.8119, -1.4105], [4.3559, -0.6317, 1.7564], [-2.0350, 3.3757, -1.7991], [3.0993, 0.1114, -1.3970], [1.6215, -5.0986, 0.4931], [2.9174, -9.2045, -1.1495], [-7.3869, -0.7720, 5.4778], [3.7734, -1.7156, 1.2182], [-4.6141, -0.6230, 3.3885], [4.6192, -2.3491, 0.1011], [1.2195, 1.7525, 0.2990], [3.4909, 3.3104, -1.3892], [-3.2852, 2.6659, -1.8578], [2.6960, 1.8870, -3.9566], [3.9883, -2.3694, -1.3515], [4.1318, 2.2084, -4.1301], [-3.0690, 1.9368, 0.5705], [0.3360, 4.1783, 0.7407], [1.0503, 2.9482, 1.2183], [-3.9678, 2.5197, -0.5088], [2.8223, -1.3932, -1.6612], [-0.4249, -9.5347, -0.3906], [5.1226, 3.6637, 1.4640], [-1.6194, 4.0193, -3.0277], [4.6053, 4.5218, 0.3294], [-0.1568, 3.7542, -3.4163], [-7.0103, 3.1829, 2.5172], [-0.3703, -10.5218, 0.0629], [3.8954, -9.2026, -1.6240], [1.9997, 3.2270, 1.6353], [-7.3846, -1.5647, 4.7300], [2.5384, 0.8817, -4.3432], [-4.7811, 1.8093, -0.6602], [4.3698, 5.5104, 0.7097], [-3.2420, 0.8742, 0.6535], [-8.4153, -0.5102, 5.7179], [1.9606, 1.1124, 0.7759], [-6.8786, -1.1220, 6.3728], [3.0301, -9.4853, -0.1033], [-4.1953, -0.0651, 4.2238], [-7.9686, 3.5934, 2.8321], [0.6774, -4.6679, 0.8191], [0.3162, 1.1521, 0.3300], [-1.4180, -9.1163, -0.2406], [5.3182, 4.5907, -0.4848], [-6.2963, 3.9882, 2.3705], [-2.0294, 2.1245, 0.3547], [-3.8307, -0.8118, 2.6601], [-0.1171, 2.9546, -4.1498], [3.4461, 4.0565, -2.1876], [-0.6631, 4.0054, 0.3650], [0.9212, 4.6864, -0.0120], [0.1651, 4.6497, -3.9460], [-3.2996, 2.4261, 1.5056], [-2.2553, 3.7309, -3.8596], [5.3130, 2.6620, 1.0945], [-5.3177, 3.8830, -0.5680], [-3.2056, 1.6668, -2.3017], [6.0231, 4.0649, 1.9114], [-5.0057, -1.5793, 3.7377], [4.3351, 3.5861, 2.2017], [2.1963, 2.5623, -4.6409], [2.4232, -4.7220, 1.1153], [2.2840, -9.9311, -1.6611], [-3.9587, 3.2238, -2.5015], [4.4545, 2.8092, -1.4864], [-1.7249, 5.0967, -2.9103], [-0.2317, -9.6190, -1.4600], [-7.1353, 2.6485, 1.5776], [3.6678, 0.0265, 1.9042], [0.2466, 4.8671, 1.5725], [1.8052, -4.8249, -0.5378], [-1.2964, 2.8196, -1.4035]], "lowdin_charge": [0.842, 0.303, 1.592, 0.512, 0.333, 0.337, 0.133, 0.116, 0.097, 0.054, 0.070, 0.120, -0.040, 0.165, -0.203, -0.226, -0.223, -0.229, -0.257, -0.070, -0.205, -0.204, -0.043, -0.401, -0.210, -0.216, 0.130, -0.062, -0.363, -0.065, -0.100, -0.095, -0.419, -0.083, -0.331, -0.352, -0.294, -0.224, -0.323, -0.330, -0.926, -0.023, -0.150, -0.741, -0.415, -0.471, -0.100, -0.064, -0.204, -0.273, -0.334, -0.088, 0.086, 0.087, 0.052, 0.086, 0.028, 0.130, 0.113, 0.075, 0.089, 0.024, 0.088, 0.089, 0.093, 0.087, 0.098, 0.006, 0.089, 0.114, 0.085, 0.034, 0.086, 0.056, 0.065, 0.054, 0.061, 0.113, 0.082, 0.110, 0.073, 0.074, 0.077, 0.070, 0.083, 0.066, 0.057, 0.072, 0.081, 0.114, 0.055, 0.106, 0.084, 0.083, 0.120, 0.067, 0.071, 0.013]}